Formula: C40H33N5O3RuS
Source: OMol25
Level of theory: ωB97M-V/def2-TZVPD

Cartesian coordinates (Å):
Ru 1.143 -0.975 -0.099
C -1.036 -3.117 2.855
C -0.152 -3.332 3.922
C 1.127 -2.868 3.819
C 1.563 -2.217 2.634
N 0.660 -1.947 1.632
C -0.587 -2.401 1.772
N 2.848 -1.940 2.550
C 3.528 -1.478 1.529
N 3.027 -1.207 0.273
C 4.045 -0.683 -0.493
N 3.926 -0.255 -1.729
C 2.834 -0.013 -2.421
C 3.023 0.496 -3.735
C 1.954 0.873 -4.494
C 0.663 0.730 -3.960
C 0.529 0.211 -2.694
N 1.557 -0.167 -1.926
C 5.253 -0.675 0.269
C 6.549 -0.244 -0.008
C 7.501 -0.380 0.982
C 7.187 -0.928 2.232
C 5.901 -1.327 2.536
C 4.927 -1.192 1.550
H -2.041 -3.506 2.867
H -0.483 -3.862 4.801
H 1.857 -3.011 4.598
H -1.252 -2.187 0.944
H 4.041 0.590 -4.076
H 2.097 1.291 -5.479
H -0.210 1.027 -4.518
H -0.457 0.115 -2.248
H 6.788 0.184 -0.967
H 8.511 -0.050 0.797
H 7.970 -1.029 2.968
H 5.646 -1.733 3.502
O -0.685 -2.059 -1.078
S -1.651 -2.411 -2.170
C -2.957 -3.423 -1.398
C -3.397 -4.497 -2.153
C -4.412 -5.302 -1.667
C -4.976 -5.041 -0.429
C -4.532 -3.963 0.318
C -3.530 -3.141 -0.168
C -2.771 -0.997 -2.384
C -3.148 -0.181 -1.333
C -4.105 0.798 -1.550
C -4.642 0.977 -2.814
C -4.229 0.177 -3.867
C -3.297 -0.822 -3.652
H -2.945 -4.697 -3.113
H -4.752 -6.137 -2.257
H -5.758 -5.677 -0.048
H -4.967 -3.750 1.282
H -3.218 -2.290 0.419
H -2.692 -0.292 -0.362
H -4.441 1.412 -0.726
H -5.392 1.736 -2.974
H -4.639 0.323 -4.852
H -2.978 -1.468 -4.453
C -1.341 6.790 2.206
C -0.948 5.401 1.825
C -1.251 4.906 0.559
C -0.886 3.628 0.170
C -1.213 3.119 -1.198
C -0.184 2.833 1.080
C 0.161 3.311 2.354
C 0.928 2.459 3.316
C -0.240 4.590 2.707
C 0.269 1.468 0.688
O -0.539 0.618 0.233
O 1.486 1.198 0.820
H -2.166 7.145 1.595
H -0.494 7.462 2.055
H -1.625 6.847 3.254
H -1.771 5.540 -0.145
H -1.534 3.930 -1.844
H -2.012 2.380 -1.145
H -0.345 2.637 -1.643
H 0.404 1.521 3.509
H 1.074 2.977 4.260
H 1.904 2.208 2.900
H 0.002 4.965 3.691

Orbital gap (alpha / beta) ... 5.8 / 6.3 eV
E ... -2536.47991 Ha
Relative energy (zero: lowest compared OMol25 entry of this formula, charge and spin) ... 56.3 kcal/mol
Maximum force ... 4.007 eV/Å
Multiplicity ... 2
Total charge ... +1

***

Formula: C40H34AsBrN2OPRuS
Source: OMol25
Level of theory: ωB97M-V/def2-TZVPD

Cartesian coordinates (Å):
Ru -0.339 -1.200 1.972
S -4.251 -1.762 4.017
C -3.076 -2.629 4.936
C -1.906 -2.812 4.266
C -1.908 -2.235 2.973
C -3.141 -1.652 2.686
C -3.499 -1.184 1.373
C -4.790 -0.801 0.994
C -5.033 -0.487 -0.329
C -4.002 -0.609 -1.252
C -2.745 -0.966 -0.790
N -2.491 -1.217 0.483
H -3.330 -2.937 5.933
H -1.078 -3.368 4.677
H -5.574 -0.761 1.733
H -6.015 -0.166 -0.641
H -4.170 -0.437 -2.302
H -1.914 -1.067 -1.477
O 0.112 -0.547 8.275
C 0.016 -0.375 6.970
C -0.842 0.534 6.333
C -0.866 0.595 4.954
N -0.112 -0.185 4.171
C 0.700 -1.043 4.792
Br 1.706 -2.173 3.605
C 0.826 -1.179 6.149
H -0.453 0.044 8.793
H -1.487 1.180 6.910
H -1.520 1.287 4.443
H 1.509 -1.884 6.594
C 0.391 0.809 -1.642
C 1.758 1.290 -2.102
As 1.999 1.290 -4.101
C 1.477 -0.573 -4.430
C 2.387 -1.553 -4.039
C 2.069 -2.892 -4.159
C 0.845 -3.263 -4.699
C -0.055 -2.292 -5.109
C 0.259 -0.949 -4.987
C 0.535 2.381 -4.775
C 0.123 2.228 -6.100
C -0.908 3.000 -6.600
C -1.505 3.964 -5.799
C -1.062 4.158 -4.498
C -0.031 3.388 -3.996
P 0.372 0.416 0.186
C 1.137 1.854 0.980
C 1.905 1.680 2.134
C 2.384 2.779 2.823
C 2.069 4.061 2.395
C 1.271 4.240 1.277
C 0.799 3.146 0.575
C 1.580 -0.976 0.218
C 2.953 -0.892 0.460
C 3.710 -2.049 0.577
C 3.111 -3.300 0.482
C 1.757 -3.405 0.198
C 0.987 -2.255 0.055
H 0.122 -0.125 -2.150
H -0.394 1.540 -1.849
H 2.540 0.616 -1.739
H 1.982 2.294 -1.735
H 3.358 -1.258 -3.653
H 2.778 -3.646 -3.854
H 0.604 -4.307 -4.820
H -1.005 -2.580 -5.534
H -0.448 -0.196 -5.312
H 0.621 1.504 -6.737
H -1.237 2.869 -7.619
H -2.289 4.587 -6.197
H -1.509 4.925 -3.884
H 0.346 3.573 -2.996
H 2.137 0.679 2.481
H 2.997 2.641 3.701
H 2.431 4.918 2.944
H 1.005 5.238 0.959
H 0.150 3.294 -0.277
H 3.434 0.072 0.558
H 4.772 -1.979 0.761
H 3.706 -4.190 0.617
H 1.295 -4.374 0.081
H -0.040 -2.344 -0.315

Orbital gap (alpha / beta) ... 4.6 / 4.6 eV
E ... -7373.00273 Ha
Relative energy (zero: lowest compared OMol25 entry of this formula, charge and spin) ... 38.8 kcal/mol
Maximum force ... 2.295 eV/Å
Multiplicity ... 2
Total charge ... +2

***

What is the maximum force in the first record? 4.007 eV/Å